Record 1
Molecular formula: C14H16Cl2NNaO7
Method: DFT, ωB97M-V/def2-TZVPD

Atoms and positions in Å:
Cl (0.645, 1.722, -3.615)
Cl (-2.134, 2.490, -3.040)
Na (-0.556, 1.762, -0.667)
O (-0.358, -0.366, -1.172)
O (1.579, 5.346, 0.104)
O (0.205, 3.736, -0.715)
O (-2.053, 1.236, 0.703)
O (2.237, 0.086, -0.714)
O (-1.398, -1.534, -2.805)
O (-1.468, 0.176, 2.623)
N (0.891, 1.949, 1.164)
C (-1.064, 1.373, -3.934)
C (-0.294, 2.175, 2.014)
C (-1.272, -3.561, 1.467)
C (-1.384, 1.096, 1.766)
C (-1.060, -2.596, -0.732)
C (2.672, 0.247, 0.624)
C (-0.939, -1.388, -1.650)
C (-1.078, -3.876, -1.280)
C (1.610, 0.749, 1.587)
C (-1.160, -2.441, 0.647)
C (1.695, 3.161, 1.052)
C (-1.157, -4.998, -0.459)
C (1.093, 4.193, 0.054)
C (-1.258, -4.841, 0.922)
H (-1.333, -5.713, 1.566)
H (3.529, 0.925, 0.603)
H (2.689, 2.920, 0.674)
H (1.826, 3.651, 2.024)
H (-1.251, 1.504, -4.990)
H (2.100, 0.891, 2.568)
H (-1.378, -3.424, 2.538)
H (3.036, -0.699, 1.042)
H (0.871, -0.041, 1.731)
H (-1.151, -5.992, -0.894)
H (-0.015, 2.187, 3.075)
H (-0.708, 3.147, 1.746)
H (1.303, -0.203, -0.750)
H (-1.271, 0.366, -3.597)
H (-1.028, -3.969, -2.358)
H (-1.212, -1.444, 1.078)

Output
LUMO level	4.146	eV
HOMO energy	-2.48	eV
charge	-2
energy relative to the best compared isomer or geometry (same formula, charge and spin)	0.4881	eV
frontier orbital gap	6.631	eV



Record 2
Molecular formula: C2H7N4S
Method: DFT, ωB97M-V/def2-TZVPD

Atoms and positions in Å:
S (1.896, 0.705, 0.365)
N (-0.610, -0.440, -0.276)
N (-0.212, 1.808, -0.856)
N (-2.758, -0.911, -0.597)
N (-1.869, -0.075, -0.757)
C (0.279, 0.759, -0.256)
C (1.971, -0.923, 1.255)
H (-0.266, -1.426, -0.282)
H (2.815, -0.746, 1.906)
H (-3.673, -0.543, -0.639)
H (2.171, -1.628, 0.429)
H (0.388, 2.615, -0.914)
H (1.092, -0.838, 1.800)
H (-1.225, 1.643, -1.178)

Output
LUMO level	-4.439	eV
HOMO energy	-14.38	eV
charge	+1
energy relative to the best compared isomer or geometry (same formula, charge and spin)	1.7361	eV
frontier orbital gap	9.942	eV



Record 3
Molecular formula: C2H6OS
Method: DFT, ωB97M-V/def2-TZVPD

Atoms and positions in Å:
S (-1.196, 0.467, 0.406)
O (3.746, 1.224, -1.111)
C (-2.567, -0.291, 1.334)
C (3.142, 0.400, -1.724)
H (-0.185, -0.387, 0.706)
H (-3.345, -0.384, 0.576)
H (-2.459, -1.333, 1.630)
H (3.510, -0.634, -1.809)
H (2.189, 0.645, -2.214)
H (-2.835, 0.291, 2.206)

Output
LUMO level	0.765	eV
HOMO energy	-9.19	eV
SMILES	C=O.CS
energy relative to the best compared isomer or geometry (same formula, charge and spin)	0.7453	eV
frontier orbital gap	9.953	eV



Record 4
Molecular formula: C6H10O
Method: DFT, ωB97M-V/def2-TZVPD

Atoms and positions in Å:
O (1.611, -0.526, 1.417)
C (-0.257, 1.552, -0.227)
C (-1.424, 0.621, -0.017)
C (1.395, -0.275, 0.030)
C (0.317, -1.193, -0.546)
C (1.018, 1.168, -0.212)
C (-1.053, -0.877, 0.063)
H (-1.061, -1.212, 1.108)
H (-1.935, 0.924, 0.908)
H (0.291, -1.060, -1.635)
H (-2.159, 0.793, -0.812)
H (-1.824, -1.472, -0.440)
H (2.359, -0.498, -0.439)
H (-0.505, 2.601, -0.394)
H (0.583, -2.236, -0.343)
H (1.816, 1.896, -0.343)
H (0.827, -0.203, 1.881)

Output
LUMO level	0.949	eV
HOMO energy	-9.51	eV
SMILES	O[C@@H]1C=CCCC1
energy relative to the best compared isomer or geometry (same formula, charge and spin)	0.1226	eV
frontier orbital gap	10.460	eV



Record 5
Molecular formula: C5H4N
Method: DFT, ωB97M-V/def2-TZVPD

Atoms and positions in Å:
N (-0.029, 0.122, 0.160)
C (-0.088, -1.681, -1.021)
C (-0.913, 0.546, 1.146)
C (0.992, -2.020, -1.789)
C (0.976, 0.481, -0.494)
C (1.150, -0.791, -1.345)
H (-0.989, -0.058, 2.007)
H (-1.920, 0.448, 0.603)
H (-0.520, 1.541, 1.424)
H (1.341, 1.412, -0.691)

Output
LUMO level (alpha / beta)	-7.454 / -7.270	eV
HOMO energy (alpha / beta)	-14.99 / -15.27	eV
charge	+1
energy relative to the best compared isomer or geometry (same formula, charge and spin)	5.6502	eV
frontier orbital gap (alpha / beta)	7.534 / 7.997	eV



Record 6
Molecular formula: C45H76O33S6
Method: DFT, ωB97M-V/def2-TZVPD

Atoms and positions in Å:
S (-1.147, 5.419, 2.818)
S (3.079, 4.831, 5.811)
S (3.061, -4.039, -0.284)
S (4.114, 0.014, -3.630)
S (0.066, -4.292, -3.512)
S (0.750, 0.815, 0.099)
O (0.075, -4.761, -2.155)
O (1.979, 5.398, 6.494)
O (-7.551, -1.489, -1.380)
O (2.084, 1.076, 0.569)
O (-0.188, -2.945, 3.818)
O (0.201, 2.458, 6.325)
O (-2.569, -1.718, -2.948)
O (4.299, 0.895, -4.722)
O (2.967, -0.942, -3.646)
O (-3.192, 0.542, -0.586)
O (-1.542, 1.266, -6.383)
O (0.061, 1.849, -0.726)
O (-3.459, -3.787, -2.812)
O (-1.452, 2.943, -4.939)
O (-1.110, -4.659, -4.296)
O (-3.906, -1.214, 0.589)
O (-3.328, 2.658, -6.050)
O (5.945, 3.663, -0.287)
O (-3.400, -2.704, -4.761)
O (0.211, 5.583, 2.425)
O (4.024, 4.110, -1.555)
O (4.233, 4.889, 0.546)
O (-1.596, -1.457, 4.871)
O (4.282, 5.681, 5.707)
O (-4.785, -0.701, -1.441)
O (3.075, -2.637, 0.091)
O (3.216, -4.315, -1.697)
O (-1.902, 3.190, 6.501)
O (-1.585, 5.856, 4.111)
O (-1.259, 1.875, 4.792)
O (-2.441, -3.244, 3.841)
O (-7.149, -1.985, -3.584)
O (-6.529, -3.369, -1.895)
C (2.684, 4.365, 4.094)
C (-7.216, -2.050, -0.114)
C (0.512, -2.612, -3.803)
C (-3.945, -0.521, -0.414)
C (-2.178, 2.324, -5.793)
C (-1.305, -2.592, 4.185)
C (4.004, 0.890, -2.035)
C (3.791, -6.347, 0.907)
C (-2.150, 3.818, 1.071)
C (4.232, -4.847, 0.744)
C (4.834, 4.197, -0.393)
C (2.915, 5.044, 0.156)
C (-0.190, -1.191, 1.413)
C (-3.233, 0.962, -1.944)
C (-0.165, 2.434, -4.979)
C (-0.253, -1.608, -0.086)
C (0.112, 3.233, 7.574)
C (-3.024, -2.657, -3.473)
C (-4.156, -4.662, -3.720)
C (4.059, 2.523, 5.050)
C (-2.996, -1.233, 4.986)
C (1.454, -3.994, -5.620)
C (-0.257, 0.330, 1.480)
C (2.299, -6.370, 0.487)
C (0.721, -2.633, -5.313)
C (-2.306, 6.178, 1.646)
C (1.554, -4.813, -4.325)
C (4.914, -0.007, -1.100)
C (-3.121, 5.009, 1.088)
C (-0.354, 1.014, -5.656)
C (0.760, -0.709, -0.839)
C (5.613, -0.950, -3.305)
C (-4.584, 0.443, -2.356)
C (-3.932, -3.984, -5.091)
C (-1.238, 3.961, 7.452)
C (2.800, 4.718, -1.332)
C (6.137, -0.379, -1.958)
C (2.976, 2.856, 4.048)
C (3.564, 3.198, 6.345)
C (-0.996, 2.450, 5.766)
C (-1.594, 3.702, 2.488)
C (-6.330, -3.233, -0.511)
C (-3.598, -2.328, 4.123)
C (-7.098, -2.226, -2.405)
C (1.706, -4.975, 0.450)
H (-0.023, -2.679, -0.079)
H (-1.767, 3.899, 8.408)
H (-3.610, -5.637, -3.704)
H (-1.220, 0.733, 1.238)
H (6.758, -1.116, -1.465)
H (-3.878, 4.771, 1.845)
H (2.701, 2.612, 6.594)
H (-3.057, 2.043, -2.050)
H (3.145, 2.595, 2.987)
H (3.469, 4.986, 3.660)
H (-3.197, -4.480, -5.703)
H (0.910, -4.726, -6.265)
H (-4.494, -0.014, -3.349)
H (-1.016, -1.671, 2.019)
H (5.236, 0.483, -0.144)
H (2.266, 4.355, 0.792)
H (-3.248, -1.287, 6.117)
H (1.352, -1.813, -5.538)
H (-1.744, 6.672, 0.832)
H (-0.320, -2.024, -3.407)
H (-0.010, 2.515, 8.414)
H (-6.650, -1.353, 0.467)
H (-0.773, 3.019, 2.537)
H (0.282, 2.347, -3.964)
H (5.208, -1.964, -3.282)
H (-1.333, 3.896, 0.305)
H (1.411, -2.316, -3.226)
H (0.305, 0.726, 2.347)
H (-0.482, 0.185, -4.888)
H (4.422, -6.914, 0.267)
H (2.784, 5.541, -2.050)
H (4.433, 1.836, -2.215)
H (1.737, 4.693, 3.812)
H (6.754, 0.556, -2.056)
H (-2.636, 2.840, 0.807)
H (-2.395, 0.408, -2.438)
H (0.794, -4.910, -0.137)
H (4.006, 1.456, 5.151)
H (0.714, -1.550, 1.883)
H (-1.181, 4.968, 7.052)
H (3.891, -6.683, 2.001)
H (-4.869, -3.780, -5.628)
H (-3.525, 5.198, 0.153)
H (2.029, 2.315, 4.294)
H (0.410, 0.710, -6.401)
H (-5.489, 1.115, -2.416)
H (-4.397, -2.824, 4.654)
H (4.328, 3.255, 7.097)
H (2.989, 0.925, -1.716)
H (-8.247, -2.330, 0.296)
H (-0.211, -2.495, -5.882)
H (6.267, -0.810, -4.147)
H (-2.312, 3.400, 3.314)
H (4.420, -0.895, -0.794)
H (-3.945, -2.021, 3.182)
H (2.257, -6.714, -0.524)
H (0.496, -0.483, -1.846)
H (2.429, -3.798, -6.070)
H (1.718, -1.106, -0.829)
H (1.489, -5.850, -4.506)
H (2.399, -4.694, -3.717)
H (0.952, 3.829, 7.572)
H (-6.639, -4.173, -0.099)
H (5.002, 2.753, 4.598)
H (1.683, -7.005, 1.151)
H (0.462, 3.070, -5.608)
H (-3.190, -0.217, 4.676)
H (4.168, -4.278, 1.693)
H (-2.917, 6.840, 2.210)
H (-5.181, -4.576, -3.487)
H (1.945, 4.026, -1.582)
H (-1.225, -1.470, -0.509)
H (-5.347, -3.005, -0.178)
H (2.591, 6.004, 0.489)
H (5.214, -4.678, 0.360)
H (1.656, -4.711, 1.517)

Output
LUMO level	0.251	eV
HOMO energy	-10.07	eV
frontier orbital gap	10.323	eV